Entry 1:
The following is a quantum chemistry calculation of 14 unconnected molecules or ions with the total composition C42H42F14O42, from the OMol25 dataset.

Values from the calculation:
gap between HOMO and LUMO: 10.5913 eV
calculated total energy: -168269.3038 eV
energy above the lowest of the compared OMol25 structures with the same formula, charge and spin: 857.38 kJ/mol
charge: 0

Each line ends with the Löwdin charge.
Cartesian coordinates (Å):
C: -9.232 5.417 0.104  -0.046
C: -8.052 6.267 -0.022  -0.336
O: -8.519 7.485 0.538  0.186
C: -9.380 7.168 1.442  -0.623
O: -9.911 7.975 2.189  0.147
O: -9.662 5.884 1.399  0.103
F: -7.794 6.348 -1.333  0.084
H: -8.883 4.385 0.054  0.148
H: -9.985 5.613 -0.660  0.155
H: -7.143 5.837 0.397  0.182
C: 2.562 -8.127 -2.934  -0.075
C: 2.436 -6.670 -3.023  -0.322
O: 1.186 -6.560 -3.864  0.091
C: 1.151 -7.650 -4.724  -0.449
O: 0.402 -7.737 -5.712  0.117
O: 1.891 -8.662 -4.115  0.040
F: 3.447 -6.347 -3.744  0.135
H: 2.036 -8.666 -2.146  0.143
H: 3.598 -8.463 -2.971  0.143
H: 2.397 -6.271 -2.010  0.177
C: -6.282 0.552 -6.002  -0.113
C: -5.034 -0.333 -6.369  -0.289
O: -5.740 -1.494 -6.759  0.139
C: -6.894 -1.534 -6.117  -0.481
O: -7.586 -2.571 -6.057  0.124
O: -7.088 -0.353 -5.410  0.058
F: -4.323 -0.618 -5.287  0.101
H: -6.793 0.815 -6.928  0.142
H: -6.191 1.355 -5.271  0.151
H: -4.380 0.115 -7.117  0.169
C: 6.391 5.549 1.532  -0.067
C: 6.262 4.393 0.582  -0.325
O: 6.047 5.062 -0.646  0.170
C: 6.303 6.329 -0.507  -0.621
O: 6.213 7.138 -1.428  0.132
O: 6.319 6.664 0.727  0.135
F: 5.203 3.657 0.828  0.109
H: 7.224 5.422 2.224  0.147
H: 5.549 5.578 2.224  0.146
H: 7.085 3.682 0.509  0.174
C: 5.006 -8.767 3.719  -0.152
C: 6.014 -7.833 4.311  -0.375
O: 5.399 -6.613 4.139  0.165
C: 4.323 -6.734 3.340  -0.421
O: 3.666 -5.729 2.931  0.104
O: 4.194 -8.047 2.939  0.109
F: 7.213 -7.967 3.770  0.101
H: 4.521 -9.236 4.576  0.144
H: 5.569 -9.572 3.247  0.153
H: 6.233 -8.177 5.322  0.171
C: -3.351 -4.763 5.605  -0.040
C: -2.692 -3.381 5.472  -0.351
O: -3.507 -2.724 6.444  0.124
C: -3.638 -3.546 7.481  -0.554
O: -3.939 -3.164 8.569  0.182
O: -3.603 -4.858 7.032  0.058
F: -2.772 -2.733 4.354  0.131
H: -3.003 -5.644 5.065  0.140
H: -4.353 -4.659 5.187  0.136
H: -1.642 -3.310 5.754  0.173
C: -4.353 -5.356 -2.899  -0.070
C: -5.240 -4.894 -1.732  -0.288
O: -4.665 -5.595 -0.652  0.150
C: -3.888 -6.558 -1.093  -0.593
O: -3.200 -7.268 -0.442  0.179
O: -3.854 -6.578 -2.440  0.091
F: -6.518 -5.314 -1.851  0.079
H: -3.646 -4.571 -3.167  0.140
H: -5.010 -5.555 -3.745  0.144
H: -5.250 -3.837 -1.468  0.169
C: 1.012 7.366 4.172  -0.044
C: 0.305 7.291 5.524  -0.372
O: -0.245 6.037 5.583  0.172
C: 0.395 5.253 4.733  -0.550
O: 0.211 4.059 4.688  0.159
O: 1.242 5.987 3.977  0.066
F: -0.568 8.288 5.628  0.105
H: 1.991 7.832 4.058  0.146
H: 0.240 7.793 3.532  0.142
H: 1.036 7.354 6.330  0.174
C: 6.577 -1.019 6.274  -0.025
C: 6.236 -0.573 4.853  -0.300
O: 7.234 0.420 4.574  0.143
C: 7.860 0.814 5.654  -0.543
O: 8.617 1.801 5.722  0.111
O: 7.375 0.117 6.700  0.062
F: 5.028 -0.046 4.962  0.100
H: 7.207 -1.904 6.188  0.134
H: 5.775 -1.131 7.003  0.146
H: 6.276 -1.385 4.127  0.171
C: -6.860 0.674 3.644  -0.055
C: -6.195 1.653 4.561  -0.265
O: -6.786 1.140 5.805  0.099
C: -8.057 0.730 5.537  -0.486
O: -8.839 0.382 6.451  0.116
O: -8.204 0.669 4.182  0.057
F: -6.584 2.931 4.325  0.072
H: -6.476 -0.320 3.871  0.145
H: -6.858 0.929 2.584  0.145
H: -5.106 1.670 4.608  0.172
C: 1.522 -0.391 -9.037  -0.056
C: 0.725 -1.502 -8.348  -0.324
O: 0.427 -1.060 -7.055  0.133
C: 1.186 0.095 -6.853  -0.509
O: 1.316 0.642 -5.784  0.155
O: 1.913 0.385 -7.926  0.090
F: 1.608 -2.512 -8.200  0.063
H: 0.943 0.184 -9.760  0.137
H: 2.362 -0.816 -9.586  0.143
H: -0.104 -1.906 -8.929  0.169
C: 0.395 -0.085 0.173  -0.045
C: -0.413 -1.067 -0.649  -0.342
O: -1.719 -0.547 -0.411  0.127
C: -1.588 0.815 -0.255  -0.543
O: -2.487 1.617 -0.339  0.150
O: -0.323 1.144 -0.017  0.086
F: -0.310 -2.243 -0.074  0.102
H: 1.388 -0.030 -0.273  0.140
H: 0.495 -0.301 1.237  0.148
H: -0.036 -1.164 -1.667  0.178
C: 0.824 7.041 -1.668  -0.070
C: 1.035 6.726 -3.170  -0.270
O: 1.472 7.965 -3.682  0.136
C: 1.299 8.925 -2.725  -0.547
O: 1.444 10.130 -2.885  0.142
O: 0.923 8.412 -1.599  0.114
F: -0.136 6.368 -3.802  0.049
H: 1.638 6.559 -1.127  0.136
H: -0.100 6.578 -1.320  0.145
H: 1.799 5.979 -3.383  0.166
C: 6.681 0.394 -3.865  -0.074
C: 7.824 -0.569 -3.863  -0.274
O: 7.532 -1.519 -2.787  0.140
C: 6.307 -1.275 -2.315  -0.552
O: 5.675 -1.898 -1.504  0.155
O: 5.781 -0.197 -2.954  0.067
F: 9.051 -0.066 -3.590  0.087
H: 6.235 0.461 -4.857  0.140
H: 6.984 1.396 -3.563  0.144
H: 7.750 -1.130 -4.795  0.168

=====

Entry 2:
The following is a quantum chemistry calculation of 2 unconnected molecules or ions with the total composition C4H14N3, from the OMol25 dataset.

Values from the calculation:
gap between HOMO and LUMO: 10.9411 eV
calculated total energy: -8838.3152 eV
energy above the lowest of the compared OMol25 structures with the same formula, charge and spin: 164.75 kJ/mol
charge: +1

Each line ends with the Löwdin charge.
Cartesian coordinates (Å):
C: 1.896 0.261 -1.321  0.005
N: 0.500 0.834 -1.284  -0.088
C: -0.321 0.702 -2.535  -0.004
H: 2.499 0.880 -0.636  0.110
H: 1.844 -0.776 -0.960  0.095
H: 2.238 0.308 -2.346  0.092
H: 0.628 1.851 -1.120  0.174
H: -0.067 0.457 -0.477  0.055
H: 0.301 1.029 -3.380  0.102
H: -1.176 1.370 -2.400  0.103
H: -0.647 -0.331 -2.686  0.107
C: -1.447 0.670 1.629  -0.081
N: -0.384 -1.694 2.804  0.058
C: -0.139 -1.300 1.459  -0.227
N: -0.657 -0.305 0.811  -0.034
H: -2.124 0.172 2.310  0.075
H: -2.042 1.292 0.971  0.070
H: -0.779 1.261 2.253  0.089
H: -0.921 -2.558 2.788  0.102
H: 0.472 -2.010 3.216  0.080
H: 0.327 -2.112 0.904  0.116

=====

Entry 3:
The following is a quantum chemistry calculation of C5H6O2 in the gas phase, from the OMol25 dataset.

Values from the calculation:
gap between HOMO and LUMO: 8.2868 eV
calculated total energy: -9371.8901 eV
energy above the lowest of the compared OMol25 structures with the same formula, charge and spin: 502.26 kJ/mol
charge: 0

Each line ends with the Löwdin charge.
Cartesian coordinates (Å):
O: 1.663 1.286 -0.810  0.061
C: 1.784 0.647 0.345  -0.205
C: 1.027 -0.465 0.686  -0.182
C: 0.092 -1.343 0.474  -0.039
C: -1.353 -0.969 0.579  -0.211
C: -1.782 0.127 -0.370  -0.217
O: -1.058 0.817 -1.059  0.036
H: 0.768 1.060 -1.156  0.089
H: 2.581 1.035 0.976  0.133
H: 2.224 -0.760 0.520  0.179
H: -1.630 -0.617 1.586  0.128
H: -2.035 -1.810 0.379  0.102
H: -2.878 0.278 -0.433  0.126